No. 1
A 2-piece molecular cluster, C5H13N2O2P overall, computed with ωB97M-V with the def2-TZVPD basis set.

Values from the calculation:
E_tot = -799.63283 Ha
E_HOMO = -7.343 eV
Orbital gap = 7.81 eV
ΔE to the lowest compared entry with this formula, charge and spin = 2.5506 eV

Last column: Löwdin charge in e.
Cartesian coordinates (Å):
C -1.56 -1.75 0.24  -0.14
C -1.23 -0.77 1.36  -0.22
C -1.00 -1.31 -1.18  -0.11
C 0.86 -0.50 0.26  -0.37
C -0.32 2.56 -0.49  0.00
N 0.17 -0.51 1.39  0.03
N 0.36 -0.86 -0.90  0.04
O 3.15 -0.44 -1.17  -0.51
O 2.87 1.22 0.79  -0.40
P 2.84 -0.41 0.27  0.62
H -1.00 -2.75 0.57  0.16
H -2.53 -2.01 0.04  0.07
H -1.87 0.09 1.24  0.10
H -1.67 -1.03 2.36  0.14
H -0.92 -2.22 -1.94  0.17
H -1.47 -0.40 -1.51  0.10
H 0.70 2.73 -0.66  0.02
H -0.53 1.86 0.26  -0.02
H -0.99 3.31 -0.31  0.00
H 0.53 0.04 2.17  0.16
H 0.91 -0.74 -1.66  0.08
H -0.85 2.17 -1.31  0.00
H 3.53 1.70 0.19  0.07

---

No. 2
An isolated molecule of C3H5ClN2, computed with ωB97M-V with the def2-TZVPD basis set.

Values from the calculation:
E_tot = -686.87899 Ha
Structure (SMILES) = C=N[C@@H]1CN1Cl
E_HOMO = -9.484 eV
Orbital gap = 10.15 eV
ΔE to the lowest compared entry with this formula, charge and spin = 3.1825 eV

Last column: Löwdin charge in e.
Cartesian coordinates (Å):
C -1.18 1.46 0.23  -0.05
N -0.16 1.17 -0.47  -0.01
C 0.17 -0.22 -0.79  -0.41
C 0.33 -1.23 0.30  -0.16
N 1.43 -0.73 -0.49  -0.41
Cl 2.57 0.36 0.38  0.54
H -1.74 0.56 0.68  0.09
H -1.79 2.43 0.35  0.10
H -0.20 -0.66 -1.65  0.12
H 0.32 -0.89 1.33  0.10
H 0.25 -2.25 0.12  0.08

---

No. 3
A 2-piece molecular cluster, C5H11NO3 overall, computed with ωB97M-V with the def2-TZVPD basis set.

Values from the calculation:
E_tot = -477.56801 Ha
Structure (SMILES) = CCN(C=O)CC=O.O
E_HOMO = -9.387 eV
Orbital gap = 9.87 eV
ΔE to the lowest compared entry with this formula, charge and spin = 1.5640 eV

Last column: Löwdin charge in e.
Cartesian coordinates (Å):
C -1.67 -0.90 0.48  -0.06
C -0.40 -0.62 1.33  -0.20
N 0.35 0.53 0.83  -0.10
C 0.20 1.73 1.48  -0.31
O 0.91 2.70 1.27  0.03
C 1.15 0.51 -0.38  -0.11
C 2.50 -0.16 -0.28  -0.21
O 2.63 -1.35 -0.14  0.06
H -2.37 -0.06 0.55  0.08
H -1.39 -1.02 -0.56  0.04
H -2.16 -1.74 0.97  0.08
H -0.72 -0.36 2.33  0.11
H 0.21 -1.51 1.42  0.12
H -0.65 1.74 2.16  0.14
H 1.36 1.53 -0.69  0.12
H 0.51 -0.02 -1.10  0.11
H 3.39 0.48 -0.38  0.12
O -1.60 -0.75 -3.08  -0.05
H -0.65 -0.93 -3.13  0.03
H -1.61 0.20 -3.09  0.03

---

No. 4
C32H24AsF6N5O11S8W as an isolated structure, computed with ωB97M-V with the def2-TZVPD basis set.

Values from the calculation:
E_tot = -8422.93898 Ha
Total charge = -2
E_HOMO = -1.957 eV
Orbital gap = 5.11 eV
ΔE to the lowest compared entry with this formula, charge and spin = 3.5013 eV

Last column: Löwdin charge in e.
Cartesian coordinates (Å):
W -1.23 1.16 0.20  1.81
C -2.34 -1.89 -3.24  -0.01
C -2.41 -0.86 -2.15  -0.22
N -1.33 -0.30 -1.72  -0.04
N -0.20 -0.60 -2.46  -0.06
C 0.88 -0.60 -1.76  -1.04
S 0.98 -0.31 -0.10  0.69
S 2.42 -0.97 -2.51  0.94
C 1.93 -1.35 -4.22  -0.41
C 2.00 -0.15 -5.13  -0.29
C 3.17 0.13 -5.83  -0.07
C 3.26 1.23 -6.66  -0.11
C 2.16 2.08 -6.80  -0.11
C 0.99 1.81 -6.11  -0.10
C 0.91 0.70 -5.28  -0.05
C -3.71 -0.52 -1.57  -0.13
C -4.79 -1.40 -1.66  -0.04
C -6.03 -1.06 -1.13  -0.09
C -6.20 0.18 -0.53  -0.08
C -5.14 1.06 -0.43  -0.02
C -3.89 0.70 -0.92  -0.36
O -2.86 1.56 -0.84  -0.24
H -1.64 -1.57 -4.01  0.07
H -3.31 -2.06 -3.68  0.07
H -1.96 -2.83 -2.82  0.10
H 0.92 -1.76 -4.16  0.07
H 2.62 -2.12 -4.55  0.07
H 4.03 -0.53 -5.71  0.11
H 4.18 1.44 -7.18  0.09
H 2.23 2.95 -7.44  0.09
H 0.15 2.48 -6.18  0.10
H 0.01 0.52 -4.70  0.10
H -4.65 -2.37 -2.10  0.11
H -6.85 -1.77 -1.18  0.10
H -7.17 0.46 -0.13  0.10
H -5.25 2.03 0.03  0.11
F -3.03 5.51 1.78  0.14
C -3.47 4.25 1.82  -0.66
F -4.25 4.11 2.91  0.12
F -4.24 4.05 0.75  0.12
S -2.05 3.06 1.89  0.56
O -1.45 3.32 0.52  -0.44
O -1.36 3.55 3.04  -0.25
N -2.54 1.63 1.76  -0.36
S -3.30 -0.76 1.63  0.97
O -1.89 -0.56 0.79  -0.66
O -3.67 -2.16 1.56  -0.42
C -2.45 -0.73 3.36  -0.72
F -1.20 -0.31 3.35  0.11
F -3.17 0.03 4.20  0.09
F -2.46 -1.97 3.84  0.11
O 2.64 2.07 2.04  -0.26
As 1.36 2.76 1.02  0.99
O 1.25 4.31 1.49  -0.40
O 0.12 1.58 1.54  -0.66
C 2.40 2.58 -0.65  -0.23
C 3.71 2.14 -0.52  -0.08
C 4.51 1.99 -1.65  -0.08
C 4.02 2.27 -2.91  -0.09
C 2.71 2.72 -3.06  -0.06
C 1.92 2.88 -1.94  -0.25
S 0.19 3.23 -2.15  0.55
O -0.20 3.01 -3.51  -0.27
O -0.09 4.50 -1.56  -0.25
O -0.27 2.05 -1.28  -0.56
H 2.31 2.12 2.95  0.05
H 4.09 1.90 0.46  0.10
H 5.52 1.62 -1.53  0.10
H 4.63 2.12 -3.79  0.10
H 2.29 2.92 -4.03  0.10
S 4.85 -2.64 4.33  0.46
C 3.31 -2.90 3.71  -1.11
S 2.88 -2.49 2.08  0.92
C 1.21 -3.04 2.33  -1.18
N 1.03 -3.45 3.56  -0.01
N 2.20 -3.38 4.30  -0.16
C 2.05 -3.77 5.66  -0.20
C 0.80 -3.59 6.25  -0.01
C 0.61 -3.95 7.57  -0.10
C 1.65 -4.50 8.32  -0.12
C 2.88 -4.70 7.71  -0.10
C 3.09 -4.35 6.39  -0.06
S 0.09 -3.05 1.07  0.46
H 0.00 -3.18 5.66  0.10
H -0.36 -3.79 8.03  0.10
H 1.49 -4.77 9.35  0.09
H 3.69 -5.14 8.27  0.09
H 4.04 -4.51 5.92  0.05

---

No. 5
An isolated molecule of C3H9NO, computed with ωB97M-V with the def2-TZVPD basis set.

Values from the calculation:
E_tot = -249.63956 Ha
Structure (SMILES) = CNCCO
E_HOMO = -9.083 eV
Orbital gap = 10.10 eV
ΔE to the lowest compared entry with this formula, charge and spin = 2.0173 eV

Last column: Löwdin charge in e.
Cartesian coordinates (Å):
C -1.34 1.43 0.14  -0.13
N 0.10 1.10 0.23  -0.11
C 0.45 -0.01 -0.55  -0.31
C 0.56 -1.39 0.12  -0.26
O 1.52 -1.32 1.21  -0.12
H -1.66 1.74 -0.93  0.09
H -1.68 2.28 0.78  0.08
H -1.97 0.54 0.31  0.07
H 0.58 1.84 -0.21  0.09
H -0.11 -0.26 -1.42  0.09
H 1.46 0.19 -1.07  0.15
H 1.00 -1.97 -0.74  0.11
H -0.40 -1.93 0.51  0.14
H 1.49 -2.24 1.62  0.11

---

No. 6
A 2-piece molecular cluster, C2H6O2 overall, computed with ωB97M-V with the def2-TZVPD basis set.

Values from the calculation:
E_tot = -230.18175 Ha
Structure (SMILES) = [H][H].O=CCO
E_HOMO = -10.274 eV
Orbital gap = 10.78 eV
ΔE to the lowest compared entry with this formula, charge and spin = 2.6904 eV

Last column: Löwdin charge in e.
Cartesian coordinates (Å):
H 0.60 -0.95 1.13  0.08
H 0.07 -0.72 1.64  0.09
O -1.37 -0.73 -0.56  0.03
C -0.95 0.33 -0.13  -0.21
C 0.55 0.55 -0.29  -0.30
O 1.02 -0.74 -0.48  -0.19
H -1.66 1.08 0.22  0.13
H 0.97 1.14 0.55  0.13
H 0.68 1.13 -1.21  0.13
H 0.04 -1.19 -0.71  0.11

---

> Which of these has the highest ΔE to the lowest compared entry with this formula, charge and spin?

C32H24AsF6N5O11S8W